(1)
Molecular formula: C3H4LiO3Rb
Method: DFT, wB97M-V/def2-TZVPD

Last column: natural (NBO) charge in e.
Positions of all 12 atoms, in Å:
O1 0.221 1.338 0.173  -0.537
C1 1.343 0.601 0.071  0.973
C2 -0.973 0.684 0.429  0.128
O2 2.421 1.200 -0.043  -0.789
O3 1.248 -0.663 0.048  -0.904
C3 -1.864 0.446 -0.536  -0.479
H1 -1.133 0.451 1.485  0.205
H2 -1.658 -2.117 0.756  -0.798
H3 -1.683 0.760 -1.565  0.201
H4 -2.816 -0.016 -0.274  0.239
Li1 -0.269 -1.741 -0.285  0.766
Rb1 5.163 -0.942 -0.259  0.994

Forces on atoms 1 to 6 (eV/Å):
-0.518 0.680 0.012
1.754 -1.124 -0.464
-0.508 0.035 -0.387
0.121 0.424 0.140
-0.642 -0.419 -0.114
0.164 0.468 0.538

The value obtained for the relative energy (zero: lowest compared OMol25 entry of this formula, charge and spin) is 0.186 eV. The calculation puts the LUMO energy (alpha / beta) at -1.6 / -1.6 eV. For the calculated total energy, the calculation gives -374.00593 Eh. As for the spin multiplicity: 1. The HOMO-LUMO gap (alpha / beta) comes out at 3.8716 / 3.8722 eV. The max |F| is 2.134 eV/Å.


(2)
Molecular formula: C3H4LiO3Tm
Method: DFT, wB97M-V/def2-TZVPD

Last column: natural (NBO) charge in e.
Positions of all 12 atoms, in Å:
H1 2.254 0.566 0.452  0.206
C1 1.257 0.381 0.009  -0.167
C2 0.224 0.914 0.964  -0.174
O1 -1.145 0.907 0.697  -0.640
C3 -1.814 0.839 -0.557  0.380
O2 -2.177 -0.612 -0.527  -0.930
Tm1 -0.757 -1.616 0.639  1.556
O3 1.074 -1.001 -0.198  -1.113
H2 1.213 0.901 -0.972  0.194
H3 0.485 1.794 1.560  0.214
H4 -2.771 -0.849 -1.240  0.543
Li1 2.155 -2.225 -0.828  0.930

Forces on atoms 1 to 6 (eV/Å):
-0.544 0.064 -0.073
-0.088 1.904 -0.599
1.740 0.009 0.712
-3.100 -1.607 -1.359
2.129 0.098 0.667
-1.166 0.624 0.019

The value obtained for the relative energy (zero: lowest compared OMol25 entry of this formula, charge and spin) is 2.711 eV. Its charge is +1. The calculation puts the LUMO energy (alpha / beta) at -4.5 / -4.5 eV. For the calculated total energy, the calculation gives -1434.71980 Eh. As for the spin multiplicity: 4. The HOMO-LUMO gap (alpha / beta) comes out at 5.2778 / 6.5481 eV. The max |F| is 3.747 eV/Å.


(3)
Molecular formula: C3H4LiO3Y
Method: DFT, wB97M-V/def2-TZVPD

Last column: natural (NBO) charge in e.
Positions of all 12 atoms, in Å:
O1 1.720 -0.656 -0.159  -1.087
C1 0.813 -1.709 -0.442  -0.207
C2 -0.365 -1.708 0.490  -0.288
O2 -2.570 -0.636 -0.038  -0.293
C3 -2.287 0.517 -0.150  1.125
O3 -1.332 1.232 -0.096  -0.792
Li1 3.467 -1.128 -0.121  0.990
Y1 0.922 1.243 0.220  2.577
H1 1.326 -2.682 -0.323  0.261
H2 0.468 -1.652 -1.488  0.253
H3 -0.214 -1.227 1.466  0.179
H4 -0.955 -2.623 0.552  0.283

Forces on atoms 1 to 6 (eV/Å):
-0.087 3.179 0.517
-1.525 -1.478 -0.160
1.204 -0.248 0.373
-1.196 4.666 -0.856
0.754 -7.091 1.101
0.984 2.493 -0.220

The value obtained for the relative energy (zero: lowest compared OMol25 entry of this formula, charge and spin) is 0.362 eV. Its charge is +3. The calculation puts the LUMO energy (alpha / beta) at -14.8 / -14.8 eV. For the calculated total energy, the calculation gives -387.07023 Eh. As for the spin multiplicity: 2. The HOMO-LUMO gap (alpha / beta) comes out at 6.0332 / 9.5155 eV. The max |F| is 7.216 eV/Å.


(4)
Molecular formula: C3H4LiO4Sn
Method: DFT, wB97M-V/def2-TZVPD

Last column: natural (NBO) charge in e.
Positions of all 13 atoms, in Å:
O1 0.397 0.324 0.624  -0.452
C1 -0.798 -0.191 0.074  1.076
C2 1.591 0.121 0.145  0.917
O2 -1.087 -1.269 0.590  -0.970
O3 -1.370 0.482 -0.781  -0.631
C3 2.693 0.868 0.752  -0.755
Sn1 -1.897 -2.784 0.824  1.862
H1 3.254 0.207 1.424  0.330
H2 2.249 1.673 1.359  0.305
Li1 -1.582 2.319 -1.213  0.994
O4 1.811 -0.520 -0.925  -0.564
H3 2.746 -0.855 -0.955  0.580
H4 3.341 1.198 -0.092  0.308

Forces on atoms 1 to 6 (eV/Å):
0.124 -0.234 -0.471
0.817 4.938 -3.499
1.332 1.527 0.114
3.019 5.156 -0.231
0.988 -1.684 2.215
-0.208 0.272 0.351

Its charge is +3. The calculation puts the LUMO energy at -13.5 eV. For the calculated total energy, the calculation gives -638.35870 Eh. As for the spin multiplicity: 1. The HOMO-LUMO gap comes out at 11.3100 eV. The max |F| is 10.699 eV/Å.


(5)
Molecular formula: C3H4LiO4Y
Method: DFT, wB97M-V/def2-TZVPD

Last column: natural (NBO) charge in e.
Positions of all 13 atoms, in Å:
O1 0.252 -0.286 -0.601  -0.451
C1 1.522 -0.562 -0.006  1.041
C2 -0.828 0.012 0.055  0.917
O2 1.794 -1.741 -0.007  -0.704
O3 2.130 0.439 0.422  -0.864
C3 -1.941 0.641 -0.643  -0.750
Li1 2.976 -3.115 0.299  0.992
H1 -2.741 -0.095 -0.794  0.327
H2 -1.601 0.950 -1.641  0.303
Y1 3.357 2.331 -0.345  1.921
O4 -0.871 0.208 1.325  -0.602
H3 -1.742 -0.102 1.693  0.569
H4 -2.307 1.321 0.242  0.300

Forces on atoms 1 to 6 (eV/Å):
-1.006 0.476 0.711
-0.354 -1.555 0.652
0.145 2.073 -0.591
0.409 0.577 0.020
1.193 1.986 -0.955
-1.090 -0.382 0.937

The value obtained for the relative energy (zero: lowest compared OMol25 entry of this formula, charge and spin) is 0.000 eV. Its charge is +3. The calculation puts the LUMO energy (alpha / beta) at -12.7 / -12.8 eV. For the calculated total energy, the calculation gives -462.41188 Eh. As for the spin multiplicity: 2. The HOMO-LUMO gap (alpha / beta) comes out at 6.8043 / 10.2780 eV. The max |F| is 3.138 eV/Å.


(6)
Molecular formula: C3H4MgO3
Method: DFT, wB97M-V/def2-TZVPD

Last column: natural (NBO) charge in e.
Positions of all 11 atoms, in Å:
O1 -1.157 -0.346 -1.184  -1.018
C1 -0.118 0.057 -1.971  -0.164
C2 1.019 0.632 -1.188  0.444
O2 0.908 0.828 0.020  -0.669
Mg1 -0.877 -0.085 0.698  1.545
H1 -0.386 0.843 -2.715  0.187
H2 0.336 -0.754 -2.588  0.181
H3 1.922 0.977 -1.722  0.138
C3 -1.013 -1.028 2.668  -0.419
O3 -0.253 -0.396 3.539  -0.690
H4 -0.381 -0.727 4.443  0.466

Forces on atoms 1 to 6 (eV/Å):
0.152 0.190 0.203
0.072 -0.357 -0.061
-0.381 0.747 0.090
0.292 -0.250 -0.331
0.183 -0.355 -0.268
0.101 -0.094 0.129

The value obtained for the relative energy (zero: lowest compared OMol25 entry of this formula, charge and spin) is 3.027 eV. The calculation puts the LUMO energy (alpha / beta) at 0.2 / 0.1 eV. For the calculated total energy, the calculation gives -542.41650 Eh. As for the spin multiplicity: 1. The HOMO-LUMO gap (alpha / beta) comes out at 6.4982 / 6.4747 eV. The max |F| is 0.843 eV/Å.